Record 1
23
Properties=species:S:1:pos:R:3 method="wB97M-V/def2-TZVPD" gap_ha=0.30939 homo_energy_ev=-7.5 lumo_ev=0.945 energy_ha=-363.642011 de_lowest_kj_mol=380.9
N 1.542 -2.224 -0.381
N 2.390 -1.885 -1.465
N -0.061 0.207 -1.553
C -2.421 0.663 0.719
C -0.935 0.653 1.026
C -0.306 2.023 0.905
C 0.893 -0.790 0.487
C -0.227 -0.503 -0.378
H -2.965 1.348 1.378
H 0.764 1.999 1.122
H -0.447 2.422 -0.102
H 0.676 -1.225 1.455
H -0.949 -1.311 -0.476
H -0.760 2.737 1.600
H -2.593 0.973 -0.313
H -0.238 -0.275 -2.420
H 2.859 -0.978 -1.356
H 1.843 -1.857 -2.318
H -0.778 0.256 2.032
H 2.135 -2.680 0.311
H -2.861 -0.325 0.863
H 0.720 0.847 -1.582
H 1.719 -0.076 0.447

Record 2
13
Properties=species:S:1:pos:R:3 method="wB97M-V/def2-TZVPD" gap_ha="0.31816 / 0.28650" total_charge=+1 homo_energy_ev="-12.8 / -13.2" lumo_ev="-4.111 / -5.406" energy_ha=-1093.021232 de_lowest_kj_mol=169.4 spin_multiplicity=8
Tb -1.087 -2.214 2.570
O -0.102 -0.134 -0.678
O -2.165 0.965 0.677
C 1.014 -0.602 -1.403
C 0.161 0.987 0.100
C -1.084 1.503 0.756
H 1.315 0.152 -2.148
H 0.715 -1.532 -1.901
H -1.207 -3.158 0.831
H 0.882 0.745 0.908
H 0.581 1.824 -0.493
H 1.873 -0.815 -0.747
H -0.894 2.279 1.528